Entry 1:
A gas-phase ion, C4H9N4S (charge +1) in a non-equilibrium geometry. Source: the OMol25 dataset; level of theory: ωB97M-V with the def2-TZVPD basis set.

Atoms and positions in Å:
1 N 0.62768 0.35190 1.86343
2 C 0.24466 -0.23906 0.62775
3 S -0.21594 -2.08266 0.83356
4 C 1.48882 -0.27575 -0.37147
5 C 0.97836 -0.67111 -1.66288
6 N -0.25645 -0.34040 -2.07066
7 C -1.01097 0.46266 -1.26783
8 N -1.92536 1.18165 -1.92534
9 N -0.88757 0.39731 0.07044
10 H 1.23958 -0.34734 2.29266
11 H -0.18871 0.41053 2.53468
12 H -1.37483 -1.91613 1.41061
13 H 2.14211 -0.99860 -0.13852
14 H 1.96245 0.69464 -0.47831
15 H 1.63096 -1.18391 -2.30067
16 H -2.08352 0.72063 -2.76452
17 H -2.39203 2.07102 -1.76732
18 H -1.62715 0.71296 0.62433

Force components x, y, z for each atom (eV/Å):
-0.906 -0.065 1.228
1.325 -1.894 0.524
1.297 -0.189 -0.654
-3.896 2.463 0.282
-4.635 1.807 -1.014
3.331 -0.895 0.112
-0.150 0.066 1.412
0.507 -0.003 1.371
0.770 0.966 -3.178
0.063 0.546 0.146
1.138 -0.037 -1.038
-0.873 0.349 0.481
2.679 -2.356 1.656
0.245 0.289 0.369
0.404 -0.944 -1.265
-0.509 -0.252 -2.264
0.299 -0.540 0.682
-1.088 0.690 1.149

Calculated values
SMILES	N[C@]1(S)CC=NC(=[NH2+])N1
HOMO	-13.08	eV
spin multiplicity	1
strongest force on any atom	0.09874	Eh/bohr
total charge	+1
gap between HOMO and LUMO	8.307	eV

Entry 2:
2 unconnected molecules or ions with the total composition C3H9S in a non-equilibrium geometry. Source: the OMol25 dataset; level of theory: ωB97M-V with the def2-TZVPD basis set.

Atoms and positions in Å:
1 S -1.13791 0.04386 2.87868
2 H -2.06515 0.99719 2.63107
3 C -0.10926 -1.24647 -0.07538
4 C -0.22531 0.11824 -0.73271
5 C 1.09927 0.90288 -0.75204
6 H 0.76853 -1.87684 -0.29670
7 H -0.99496 -1.84772 -0.32650
8 H -0.19668 -1.08795 1.02167
9 H -0.96805 0.63059 -0.10198
10 H -0.60077 0.09055 -1.75030
11 H 1.12544 1.64189 -1.56810
12 H 1.41520 1.43416 0.14350
13 H 1.88964 0.19962 -1.07122

Force components x, y, z for each atom (eV/Å):
-0.302 0.367 0.283
0.151 -0.151 0.066
-0.474 -0.655 0.519
0.421 0.520 0.809
0.439 -0.245 -1.195
-0.030 0.505 -0.232
0.120 0.041 0.004
0.285 -0.173 -0.633
0.131 0.147 -0.321
-0.126 -0.232 -0.249
-0.323 0.077 0.214
-0.274 -0.372 0.296
-0.017 0.172 0.438

Calculated values
HOMO	-2.54	eV
spin multiplicity	1
strongest force on any atom	0.02522	Eh/bohr
total charge	-1
gap between HOMO and LUMO	6.719	eV

Entry 3:
A molecular structure, C2HBr2Cl2F in a non-equilibrium geometry. Source: the OMol25 dataset; level of theory: ωB97M-V with the def2-TZVPD basis set.

Atoms and positions in Å:
1 C -0.87224 0.42109 0.01673
2 C 0.80938 -0.32220 -0.12162
3 F -1.59852 -0.18617 -0.92787
4 Cl -1.44853 0.05378 1.59952
5 Cl 1.65656 0.40845 1.22458
6 Br 0.61801 -2.17232 0.01207
7 Br 1.57286 0.35317 -1.74801
8 H -0.73751 1.44421 -0.05540

Force components x, y, z for each atom (eV/Å):
3.222 -3.896 0.061
-3.005 2.650 0.513
-0.243 0.524 -0.138
-0.555 -0.143 0.425
0.466 -0.161 0.266
0.156 -0.688 -0.129
-0.118 -0.301 -0.231
0.078 2.014 -0.768

Calculated values
HOMO	-10.40	eV
spin multiplicity	1
strongest force on any atom	0.09832	Eh/bohr
gap between HOMO and LUMO	10.588	eV

Entry 4:
2 unconnected molecules or ions with the total composition C12H16N2 in a non-equilibrium geometry. Source: the OMol25 dataset; level of theory: ωB97M-V with the def2-TZVPD basis set.

Atoms and positions in Å:
1 C -4.36144 -2.28490 -0.18787
2 C -3.82385 -0.93803 -0.49798
3 C -3.01638 -0.36889 -1.44930
4 N -3.00481 1.03684 -1.30658
5 C -3.75813 1.30010 -0.00028
6 N -4.14504 0.16723 0.52920
7 H -5.17658 -2.37532 -0.89565
8 H -4.77277 -2.32518 0.87918
9 H -3.47030 -2.88029 -0.15419
10 H -2.33978 -0.73346 -2.29001
11 H -2.39081 1.69411 -1.75501
12 H -3.88644 2.32664 0.24152
13 C 1.93719 -2.03688 -0.20274
14 C 1.14860 -0.90744 0.39853
15 C 2.09941 0.24405 0.46412
16 C 2.26122 1.14726 -0.61307
17 C 3.00170 2.35612 -0.43938
18 C 3.78044 2.57495 0.71361
19 C 3.63674 1.63764 1.80247
20 C 2.87002 0.50411 1.62565
21 H 2.74506 -2.42393 0.45286
22 H 2.31981 -1.80281 -1.25857
23 H 1.31103 -2.93485 -0.30804
24 H 0.28746 -0.78792 -0.23573
25 H 0.62101 -1.17875 1.42667
26 H 1.70637 0.93147 -1.55081
27 H 2.98386 2.92097 -1.26776
28 H 4.35191 3.50132 0.76163
29 H 4.08930 1.92881 2.71451
30 H 2.99520 -0.29296 2.40305

Force components x, y, z for each atom (eV/Å):
-0.057 1.342 1.678
0.814 4.066 2.599
0.542 0.862 -0.885
-2.233 -0.791 3.763
2.216 -3.292 -3.541
0.020 -0.019 -3.119
0.106 -1.347 -0.134
0.445 0.387 -1.573
-0.196 -1.456 -0.748
-1.501 -0.004 1.277
0.041 -0.150 -0.041
-0.156 0.393 0.730
0.420 -2.113 -0.851
-0.402 -0.892 1.667
0.375 1.965 0.134
-0.531 0.133 1.261
0.307 -3.945 2.501
-1.833 -0.792 0.038
0.082 1.668 -2.773
0.134 -1.212 0.546
-0.059 0.705 -0.495
-0.331 -0.137 1.663
-0.104 0.176 -0.193
-0.259 0.825 -0.461
1.608 0.523 -1.809
0.411 0.427 0.665
0.413 2.569 -2.564
-0.047 -0.327 0.359
0.579 -0.398 0.831
-0.803 0.833 -0.526

Calculated values
SMILES	Cc1c[nH]cn1.CCc1ccccc1
HOMO	-8.52	eV
spin multiplicity	1
strongest force on any atom	0.10344	Eh/bohr
gap between HOMO and LUMO	9.192	eV

> Which formula does entry 3 have?

C2HBr2Cl2F